w:
Density functional theory data (wB97M-V/def2-TZVPD) for 2 unconnected molecules or ions with the total composition C4H12N2O.

Last column: natural (NBO) charge in e.
CARTESIAN COORDINATES (ANGSTROEM)
C (-2.64944, 0.76217, 0.23677)  -0.6131
C (-1.57165, -0.22170, -0.15679)  -0.3953
C (-0.29003, -0.10026, 0.65507)  -0.2412
N (0.75936, -0.88703, 0.09821)  -0.5549
C (1.94133, -0.95426, 0.53258)  0.3303
N (2.53799, -0.00617, 1.33230)  -0.8266
H (-2.41050, 1.78369, -0.07526)  0.2028
H (-2.93117, 0.72100, 1.29163)  0.2022
H (-3.61271, 0.62032, -0.26841)  0.2125
H (-1.43124, -0.13551, -1.23664)  0.1975
H (-1.96012, -1.23767, -0.02164)  0.1996
H (-0.01354, 0.97352, 0.69189)  0.1570
H (-0.53911, -0.40959, 1.67506)  0.1960
H (2.58038, -1.81464, 0.35186)  0.1674
H (3.53468, 0.04999, 1.36189)  0.3877
H (2.10857, 0.90648, 1.34588)  0.3846
O (1.61234, 0.18242, -2.46064)  -0.9548
H (0.96114, -0.32691, -1.97754)  0.4863
H (1.37371, 0.09415, -3.37623)  0.4621

Calculated values
Charge: 0
HOMO level (eV): -8.8



x:
Density functional theory data (wB97M-V/def2-TZVPD) for a single C4H12N2O molecule.

Last column: natural (NBO) charge in e.
CARTESIAN COORDINATES (ANGSTROEM)
C (1.57606, 0.75326, 1.84579)  -0.4119
N (1.26270, -0.09561, 0.69476)  -0.6400
C (-0.14829, -0.14762, 0.33186)  -0.0747
C (-0.62743, 1.07103, -0.47419)  -0.2435
N (0.38784, 1.45210, -1.45974)  -0.8516
C (-0.43381, -1.46751, -0.35528)  -0.0681
O (-1.83906, -1.67498, -0.50015)  -0.7351
H (2.19424, 0.21484, 2.56987)  0.1875
H (0.65885, 0.98557, 2.39384)  0.1810
H (2.10540, 1.64395, 1.52591)  0.1874
H (1.78796, 0.27665, -0.08793)  0.3754
H (-0.65418, -0.15149, 1.29915)  0.1898
H (-0.70577, 1.88490, 0.23794)  0.1875
H (-1.61834, 0.89729, -0.90470)  0.1902
H (0.16048, 2.34326, -1.88411)  0.3633
H (0.36325, 0.78736, -2.22830)  0.3506
H (0.04605, -2.25800, 0.23214)  0.1804
H (0.00823, -1.53972, -1.34478)  0.1583
H (-2.07935, -2.44553, 0.03260)  0.4735

Calculated values
Charge: 0
HOMO level (eV): -8.6



y:
Density functional theory data (wB97M-V/def2-TZVPD) for 2 unconnected molecules or ions with the total composition C4H12N2O.

Last column: natural (NBO) charge in e.
CARTESIAN COORDINATES (ANGSTROEM)
C (-1.63304, 0.62267, -0.30384)  -0.6117
C (-0.37677, 1.47367, -0.05423)  -0.4268
C (0.64387, 0.92086, 0.82148)  0.1085
N (0.52492, 1.10048, 2.21209)  -0.8091
C (1.36400, 0.01358, 0.09531)  -0.1024
N (2.15638, -0.90438, 0.82783)  -0.8646
H (-2.63212, 1.24560, -0.53131)  0.2101
H (-1.78253, -0.10827, 0.54458)  0.2029
H (-1.35733, -0.06330, -1.08010)  0.2020
H (-0.80931, 2.44226, 0.41131)  0.1857
H (-0.00744, 1.75888, -1.00283)  0.2165
H (-0.42998, 1.23827, 2.53304)  0.3712
H (0.82174, 0.29867, 2.66307)  0.3633
H (1.03916, -0.36699, -0.86640)  0.2025
H (2.48778, -1.69331, 0.35744)  0.3752
H (2.82559, -0.48932, 1.49864)  0.3750
O (-0.67458, -2.62526, -2.48298)  -0.9292
H (-1.52072, -2.55377, -2.22551)  0.4603
H (-0.63961, -2.31036, -3.41759)  0.4705

Calculated values
Charge: 0
HOMO level (eV): -7.0



Which structure is the most stable? The one labeled w.